## i
Formula: C4H5IN2O
Source: OMol25
Level of theory: wB97M-V/def2-TZVPD

The LUMO energy is 0.35 eV.

Geometry as ORCA input:
```
! RIJCOSX wB97M-V def2-TZVPD def2/J DEFGRID3
* xyz 0 1
C -1.10967 0.67287 -1.07702
C -1.77431 -0.35824 -0.30413
C 0.12256 1.14973 -0.77042
C 1.82506 -0.31516 0.19909
N 1.01581 0.63870 0.05416
N -1.22041 -0.93042 0.70195
O 2.49737 -0.38172 1.35461
I -2.14210 -2.38003 1.73886
H -1.57285 1.26322 -1.80107
H -2.77138 -0.64859 -0.44282
H 0.61682 2.06313 -1.22680
H 2.09289 -1.14659 -0.34755
H 2.42021 0.37309 1.92114
*
```

Atomic partial charges in e from the Löwdin method, atoms 1 to 2: number 1, C, carries -0.09; number 2, C, carries -0.34



## ii
Formula: C4H5IN2O
Source: OMol25
Level of theory: wB97M-V/def2-TZVPD

The LUMO energy is 0.01 eV.

Geometry as ORCA input:
```
! RIJCOSX wB97M-V def2-TZVPD def2/J DEFGRID3
* xyz 0 1
C -0.83067 1.07657 -0.31801
C -2.47211 -0.08798 0.36861
C -0.40734 -0.20561 -0.08472
C 0.87161 -0.85125 -0.31414
N -1.49185 -0.92267 0.36299
N 2.20620 -0.03374 0.74651
O -2.14228 1.14692 -0.02407
I 4.00401 -0.13805 -0.18169
H -0.34162 1.96520 -0.65768
H -3.48581 -0.30125 0.63999
H 0.91515 -1.86721 0.04715
H 1.27370 -0.71798 -1.30859
H 1.90102 0.93704 0.72366
*
```

Atomic partial charges in e from the Löwdin method, atoms 1 to 2: number 1, C, carries -0.05; number 2, C, carries -0.18



The winner here is ii, beating the second structure by 0.0096 hartree.